Density functional theory data (ωB97M-V/def2-TZVPD) for C25H45N5OP2Y as an isolated structure.

The HOMO energy is -7.918 eV. The value obtained for the LUMO energy is -2.77 eV. Its total charge is +1. The calculated total energy comes out at -55770.0308 eV. The calculation puts the energy above the lowest of the compared OMol25 structures with the same formula, charge and spin at 112.4 kJ/mol. The HOMO-LUMO gap comes out at 5.1487 eV. As for the spin multiplicity: 1.

```
79
Properties=species:S:1:pos:R:3:forces:R:3:mulliken_charge:R:1
Y -0.59455 -0.12338 0.19291 -0.335 0.437 -0.002 0.040
N -0.12927 1.92968 1.58765 0.138 -0.026 0.040 -0.413
C -0.91483 1.88529 2.82689 -0.087 0.029 0.034 -0.478
C -0.66046 0.58056 3.55830 -0.014 -0.010 -0.051 -0.961
N -1.11029 -0.58188 2.76125 -0.051 -0.049 0.067 -0.199
C -2.54367 -0.91656 2.94256 0.018 0.111 0.022 -1.010
C -3.39538 -0.53646 1.74738 -0.123 0.027 0.007 0.004
N -2.90920 -1.22341 0.53814 0.037 -0.212 0.124 -0.541
H 0.79956 2.29147 1.77588 -0.017 -0.017 -0.029 0.274
H -0.57699 2.51016 0.88297 -0.032 0.064 0.008 -0.098
H -1.96980 1.95998 2.55768 -0.006 0.018 -0.015 0.150
H -0.69728 2.72402 3.49300 0.019 0.002 -0.013 0.529
H -1.15751 0.59669 4.53289 0.018 0.007 0.030 0.438
H 0.41172 0.47175 3.73455 0.004 -0.005 -0.022 0.407
H -0.57674 -1.38192 3.07671 0.058 0.013 -0.014 0.230
H -2.94458 -0.41822 3.83034 0.027 -0.037 0.021 0.337
H -2.62836 -1.99181 3.11959 -0.001 -0.002 -0.029 0.425
H -3.33484 0.53396 1.54533 0.012 0.019 0.003 -0.179
H -4.43886 -0.77620 1.97416 0.001 0.010 -0.044 0.576
H -3.40766 -0.87121 -0.27279 -0.009 0.049 0.008 0.188
H -3.13382 -2.21176 0.61720 0.107 -0.010 -0.086 0.242
C -1.05986 -3.06492 -2.38090 0.104 -0.024 -0.058 -1.206
P 0.20521 -2.71888 -1.09586 -0.096 0.058 -0.033 1.930
C 0.46185 -4.41656 -0.46073 0.005 -0.003 -0.005 -1.698
C 1.74508 -2.36586 -2.03843 0.055 -0.161 0.031 0.275
C 2.71534 -3.35453 -2.21837 -0.040 -0.055 0.030 -0.715
C 3.89333 -3.08740 -2.89671 0.002 0.037 -0.015 -0.860
C 4.10717 -1.82400 -3.42902 0.011 -0.001 0.014 -0.920
C 3.14403 -0.84105 -3.26981 -0.022 -0.013 0.036 -0.882
C 1.96255 -1.08238 -2.56517 0.371 -0.113 -0.236 -0.111
P 0.65178 0.16196 -2.23282 -0.087 -0.104 -0.076 1.914
C -0.29213 0.01294 -3.80255 0.142 0.065 -0.093 -1.533
C 1.55098 1.76004 -2.32761 -0.059 -0.042 0.142 -1.879
H -0.65222 -3.68530 -3.18075 -0.029 0.003 -0.004 0.394
H -1.43377 -2.13441 -2.80314 -0.042 -0.032 -0.007 0.249
H -1.89289 -3.59397 -1.91573 -0.013 0.007 0.018 0.476
H 0.63228 -5.14486 -1.25469 0.008 0.008 0.005 0.472
H -0.44351 -4.70607 0.07387 0.009 -0.008 0.029 0.432
H 1.29727 -4.44232 0.23927 -0.006 -0.035 0.003 0.392
H 2.55895 -4.35094 -1.82487 0.005 0.008 -0.009 0.367
H 4.63638 -3.86467 -3.02109 -0.003 -0.009 -0.011 0.477
H 5.01745 -1.60626 -3.97233 0.005 -0.008 0.000 0.452
H 3.32270 0.13291 -3.70836 -0.020 0.011 0.002 0.532
H 0.09201 0.72509 -4.53511 -0.008 -0.018 0.004 0.455
H -1.34241 0.22520 -3.62731 0.004 0.006 0.011 0.256
H -0.16816 -0.98660 -4.21679 0.004 -0.005 0.010 0.578
H 2.62915 1.60756 -2.33488 0.010 0.038 -0.059 0.522
H 1.27990 2.34787 -1.45171 -0.029 0.059 -0.046 0.205
H 1.24880 2.32444 -3.20771 0.044 0.008 -0.044 0.439
N 5.96191 -3.24154 0.09682 -0.050 0.030 -0.016 -0.336
C 5.77607 -1.90135 0.22294 -0.011 0.052 0.095 -0.118
O 6.66622 -1.08648 0.13414 0.025 0.002 -0.043 -0.594
C 4.36995 -1.45150 0.54704 0.025 -0.032 -0.031 0.545
C 3.42746 -2.26472 1.16131 -0.090 0.028 0.003 -0.218
C 2.16298 -1.74979 1.40954 0.439 -0.090 -0.032 -0.828
N 1.81942 -0.50594 1.08244 -0.347 -0.017 -0.022 0.463
C 2.74265 0.28334 0.52935 0.178 -0.070 0.039 -0.286
C 4.02752 -0.13910 0.24965 -0.040 -0.068 0.011 -0.982
H 6.88041 -3.54451 -0.18473 0.002 -0.002 -0.008 0.264
H 5.18547 -3.84324 -0.11449 0.018 -0.016 -0.002 0.202
H 3.66674 -3.27731 1.45795 -0.018 0.001 0.021 0.637
H 1.40540 -2.36508 1.88196 -0.032 0.016 -0.012 0.353
H 2.42864 1.29145 0.29316 0.008 0.065 -0.035 0.374
H 4.75897 0.51973 -0.19656 0.010 0.003 0.001 0.527
C -2.60729 2.51484 -3.07776 0.041 -0.057 0.029 -1.904
C -2.37098 2.55578 -1.55867 0.215 0.101 -0.238 3.351
C -1.58466 3.83873 -1.25941 -0.125 0.049 0.094 -1.732
C -3.74350 2.66668 -0.88209 0.014 -0.028 0.026 -1.714
C -1.61402 1.34653 -1.02601 -0.377 -0.024 0.462 -0.618
H -3.19293 3.37304 -3.41920 0.004 0.003 0.025 0.486
H -3.15243 1.60811 -3.35662 0.002 0.016 -0.016 0.363
H -1.65809 2.52368 -3.61744 -0.005 -0.005 -0.019 0.278
H -2.11697 4.72364 -1.61987 0.019 -0.035 -0.054 0.469
H -0.60331 3.81417 -1.73350 0.050 0.010 -0.010 0.193
H -1.45030 3.98983 -0.18327 0.024 -0.051 0.030 0.395
H -4.31088 3.52643 -1.25216 0.004 0.014 0.028 0.473
H -3.61290 2.76771 0.19777 -0.068 0.005 0.026 0.211
H -4.33692 1.76865 -1.07531 -0.006 -0.013 0.026 0.316
H -2.12322 0.41279 -1.42641 0.005 0.013 -0.078 -0.542
```
Forces are in eV/Å.